The following is a quantum chemistry calculation of a 5-piece molecular cluster, C5H10Cl10 overall, from the Open Molecules 2025 dataset.

ΔE to the lowest compared entry with this formula, charge and spin: 22.36 kJ/mol
DFT total energy: -4798.408600 a.u.
E_LUMO: 0.436 eV

Each line ends with the Löwdin charge.
Positions of all 25 atoms, in Å:
C -10.612 -11.295 -8.613  -1.02
Cl -9.050 -10.868 -7.891  0.52
Cl -11.915 -11.480 -7.471  0.56
H -10.854 -10.454 -9.293  0.04
H -10.577 -12.221 -9.146  0.01
C -9.101 -10.629 -4.128  -1.01
Cl -10.521 -11.228 -3.327  0.51
Cl -7.707 -11.758 -3.829  0.49
H -9.289 -10.596 -5.199  -0.05
H -8.825 -9.666 -3.695  0.00
C -10.660 -6.377 -2.125  -0.97
Cl -12.042 -5.399 -2.718  0.49
Cl -10.948 -8.074 -2.481  0.52
H -9.778 -6.121 -2.621  0.00
H -10.571 -6.277 -1.043  0.03
C -11.981 -7.993 -6.295  -1.01
Cl -10.258 -7.763 -6.688  0.48
Cl -12.914 -6.556 -6.695  0.51
H -12.327 -8.828 -6.916  -0.02
H -12.084 -8.065 -5.249  -0.03
C -5.669 -11.663 -1.015  -0.99
Cl -4.926 -12.969 -2.018  0.46
Cl -4.845 -10.077 -1.132  0.48
H -6.706 -11.549 -1.298  -0.03
H -5.520 -12.037 -0.025  0.00